A cluster of 6 separate species, C29H72BN8O7S in total. Source: the OMol25 dataset; level of theory: the ωB97M-V functional and the def2-TZVPD basis.

Each atom is followed by the atoms it is bonded to, with distances in Å.
Geometry (Å):
1 H 2.91 -6.85 -5.62  C117 1.093
2 H 0.16 9.50 2.26  C35 1.092
3 N 2.31 -4.69 -1.99  C25 1.470, H34 1.021, H91 1.018
4 N 4.11 -5.28 0.88  H12 1.017, C107 1.469, H108 1.017
5 H -0.61 3.36 5.57  C88 1.095
6 C 5.55 -6.87 -0.29  H10 1.090, H71 1.092, H82 1.084, C107 1.526
7 N -2.72 -0.27 -0.49  N76 1.408, C86 1.334, C94 1.370
8 H -1.79 7.98 2.27  C113 1.098
9 H -3.28 3.98 -2.83  O104 0.968
10 H 5.12 -7.67 0.31  C6 1.090
11 C -2.45 2.68 1.72  H31 1.089, C49 1.503, C69 1.560, H89 1.098
12 H 4.04 -4.34 1.25  N4 1.017
13 H 1.76 8.93 2.72  C35 1.090
14 C 0.20 7.47 3.04  C35 1.525, N39 1.467, C113 1.537, H114 1.095
15 H -1.24 9.45 5.08  C78 1.092
16 H -2.06 -1.63 -8.12  C64 1.090
17 N -2.48 1.86 -0.68  B46 1.524, C49 1.371, C86 1.344
18 H 0.35 7.13 5.02  N39 1.017
19 H 1.38 -6.64 -4.71  C117 1.093
20 H -0.66 1.50 2.20  C69 1.096
21 H 1.44 -4.49 -4.48  C75 1.091
22 H -1.50 2.25 3.63  C69 1.098
23 N -2.28 2.06 9.27  H54 1.017, H55 1.017, C95 1.465
24 H -2.07 4.34 5.32  C88 1.091
25 C 3.18 -4.53 -3.16  N3 1.470, H57 1.095, C73 1.536, C75 1.525
26 H -0.14 3.27 -0.96  C90 1.096
27 H 4.46 -5.75 -4.46  C73 1.098
28 C -1.64 -2.09 -1.16  C50 1.512, C65 1.484, N76 1.324
29 H 0.46 2.22 9.56  C45 1.090
30 O -2.37 2.68 6.46  C77 1.417, C88 1.417
31 H -3.34 2.76 2.34  C11 1.089
32 C 6.51 -5.33 1.52  H38 1.094, H44 1.097, O63 1.414, C107 1.536
33 C -4.67 -0.28 -7.67  H51 1.097, H61 1.094, C67 1.536, O100 1.413
34 H 2.88 -4.98 -1.19  N3 1.021
35 C 0.71 8.91 3.00  H2 1.092, H13 1.090, C14 1.525, H83 1.090
36 H -0.47 3.07 -2.73  C90 1.098
37 H 0.62 3.18 2.69  O112 0.962
38 H 6.56 -4.27 1.78  C32 1.094
39 N 0.81 6.78 4.18  C14 1.467, H18 1.017, H92 1.017
40 H -0.48 -3.30 -2.46  C65 1.095
41 H 6.67 -7.65 3.80  C97 1.090
42 O -1.93 7.64 4.32  C78 1.418, C113 1.415
43 H 5.71 -7.99 2.37  C97 1.092
44 H 7.52 -5.61 1.18  C32 1.097
45 C 0.03 2.42 8.58  H29 1.090, H68 1.093, H87 1.090, C95 1.526
46 B -2.27 3.15 -1.47  N17 1.524, C90 1.582, O104 1.364
47 H 2.10 -2.91 -4.11  C75 1.092
48 H -2.86 -0.29 1.69  C94 1.079
49 C -2.55 1.61 0.67  C11 1.503, N17 1.371, C94 1.361
50 C -0.61 -2.21 -0.06  C28 1.512, H79 1.106, H96 1.089, H106 1.093
51 H -5.29 -1.13 -7.97  C33 1.097
52 H 7.45 -7.58 2.21  C97 1.093
53 H -3.40 -2.70 -7.68  C64 1.091
54 H -2.63 2.94 8.89  N23 1.017
55 H -3.08 1.44 9.22  N23 1.017
56 H -3.98 0.30 -10.80  C59 1.089
57 H 3.95 -3.79 -2.92  C25 1.095
58 H -0.86 1.26 6.24  C77 1.100
59 C -3.82 -0.30 -9.90  H56 1.089, O100 1.419, H101 1.092, H103 1.093
60 O 3.06 -6.98 -3.54  C73 1.414, C117 1.417
61 H -5.31 0.39 -7.09  C33 1.094
62 N -2.58 0.36 -6.47  C67 1.469, H109 1.017, H116 1.017
63 O 6.19 -6.00 2.72  C32 1.414, C97 1.418
64 C -2.73 -1.92 -7.31  H16 1.090, H53 1.091, C67 1.525, H85 1.091
65 C -1.22 -2.50 -2.52  C28 1.484, H40 1.095, H72 1.093, H115 1.103
66 H -2.42 0.70 6.83  C77 1.094
67 C -3.51 -0.74 -6.76  C33 1.536, N62 1.469, C64 1.525, H111 1.096
68 H 0.79 2.19 7.83  C45 1.093
69 C -1.18 2.39 2.59  C11 1.560, H20 1.096, H22 1.098, O112 1.421
70 H 2.94 -3.96 -5.25  C75 1.092
71 H 6.58 -7.13 -0.53  C6 1.092
72 H -2.05 -2.72 -3.20  C65 1.093
73 C 3.90 -5.84 -3.52  C25 1.536, H27 1.098, O60 1.414, H93 1.087
74 S -2.54 0.67 -3.13  C86 1.757, H105 1.358
75 C 2.37 -3.95 -4.32  H21 1.091, C25 1.525, H47 1.092, H70 1.092
76 N -2.85 -1.62 -0.88  N7 1.408, C28 1.324
77 C -1.69 1.51 6.92  O30 1.417, H58 1.100, H66 1.094, C95 1.537
78 C -2.12 9.02 4.59  H15 1.092, O42 1.418, H81 1.090, H84 1.093
79 H 0.11 -1.38 -0.20  C50 1.106
80 H 2.13 -8.23 -4.84  C117 1.090
81 H -2.95 9.10 5.29  C78 1.090
82 H 4.99 -6.85 -1.22  C6 1.084
83 H 0.62 9.41 3.96  C35 1.090
84 H -2.37 9.58 3.69  C78 1.093
85 H -2.11 -2.36 -6.53  C64 1.091
86 C -2.59 0.71 -1.38  N7 1.334, N17 1.344, S74 1.757
87 H -0.19 3.49 8.54  C45 1.090
88 C -1.52 3.73 6.05  H5 1.095, H24 1.091, O30 1.417, H118 1.091
89 H -2.21 3.61 1.19  C11 1.098
90 C -0.78 3.56 -1.80  H26 1.096, H36 1.098, B46 1.582, H99 1.094
91 H 1.71 -5.49 -2.17  N3 1.018
92 H 0.54 5.80 4.15  N39 1.017
93 H 4.64 -6.04 -2.75  C73 1.087
94 C -2.73 0.27 0.77  N7 1.370, H48 1.079, C49 1.361
95 C -1.22 1.57 8.38  N23 1.465, C45 1.526, C77 1.537, H110 1.094
96 H -1.05 -2.06 0.92  C50 1.089
97 C 6.53 -7.38 2.76  H41 1.090, H43 1.092, H52 1.093, O63 1.418
98 H -1.60 6.32 2.84  C113 1.095
99 H -0.70 4.64 -1.98  C90 1.094
100 O -4.26 0.47 -8.79  C33 1.413, C59 1.419
101 H -2.75 -0.50 -9.83  C59 1.092
102 H 5.70 -4.75 -0.36  C107 1.096
103 H -4.38 -1.23 -10.00  C59 1.093
104 O -3.35 3.88 -1.87  H9 0.968, B46 1.364
105 H -3.69 1.32 -3.44  S74 1.358
106 H -0.03 -3.13 -0.16  C50 1.093
107 C 5.48 -5.51 0.40  N4 1.469, C6 1.526, C32 1.536, H102 1.096
108 H 3.98 -5.87 1.70  N4 1.017
109 H -3.09 1.11 -6.02  N62 1.017
110 H -0.97 0.55 8.68  C95 1.094
111 H -3.96 -1.06 -5.81  C67 1.096
112 O -0.27 3.48 2.51  H37 0.962, C69 1.421
113 C -1.33 7.36 3.06  H8 1.098, C14 1.537, O42 1.415, H98 1.095
114 H 0.54 6.98 2.12  C14 1.095
115 H -0.70 -1.63 -2.95  C65 1.103
116 H -2.31 0.77 -7.36  N62 1.017
117 C 2.34 -7.17 -4.75  H1 1.093, H19 1.093, O60 1.417, H80 1.090
118 H -1.26 4.38 6.88  C88 1.091

Net charge ... +1
F_max ... 0.0557 hartree/bohr
HOMO-LUMO gap ... 0.2734 Eh

=====

A cluster of 2 separate species, H4O2 in total. Source: the OMol25 dataset; level of theory: the ωB97M-V functional and the def2-TZVPD basis.

Each atom is followed by the atoms it is bonded to, with distances in Å.
Geometry (Å):
1 O 1.36 -0.07 -0.03  H2 0.946, H6 0.940
2 H 1.42 0.76 0.43  O1 0.946
3 O -1.21 -0.06 -0.07  H4 0.987, H5 0.951
4 H -1.46 0.87 -0.26  O3 0.987
5 H -1.66 -0.26 0.75  O3 0.951
6 H 0.46 -0.33 -0.14  O1 0.940

F_max ... 0.0501 hartree/bohr
HOMO-LUMO gap ... 0.4142 Eh
SMILES ... O.O
Energy above the lowest of the compared OMol25 structures with the same formula, charge and spin ... 5.7 kcal/mol

=====

A cluster of 3 separate species, C29H53F9N3O7S in total. Source: the OMol25 dataset; level of theory: the ωB97M-V functional and the def2-TZVPD basis.

Each atom is followed by the atoms it is bonded to, with distances in Å.
Geometry (Å):
1 C 2.27 1.54 -1.56  H39 1.081, C61 1.532, C69 1.540, H92 1.083
2 O -0.05 -1.90 3.38  C22 1.454, C76 1.344
3 H -6.12 1.93 0.52  C48 1.085
4 H -4.26 -3.18 3.89  C13 1.091
5 H -0.88 4.50 0.06  C95 1.085
6 O 3.21 -2.77 -2.38  S89 1.419
7 F 6.31 -0.62 -2.58  C58 1.351
8 C 0.31 3.16 -1.09  C61 1.538, H71 1.083, H78 1.086, C95 1.535
9 F 6.28 -2.63 -3.43  C58 1.332
10 C 6.48 1.64 -0.65  N45 1.317, H66 1.094, O84 1.245
11 H 0.45 -0.80 0.72  C15 1.088
12 N 3.70 -0.50 -1.14  C19 1.500, H38 1.077, C69 1.491, S89 1.771
13 C -5.06 -3.29 4.63  H4 1.091, H46 1.090, H79 1.086, N98 1.454
14 H -1.85 -2.85 3.78  C22 1.081
15 C 1.19 -1.18 1.43  H11 1.088, C36 1.537, C76 1.505, H102 1.086
16 H 7.07 4.77 0.17  C37 1.085
17 F 4.79 -2.17 -7.42  C64 1.334
18 H -3.79 1.28 1.15  C54 1.089
19 C 3.41 -0.68 0.33  N12 1.500, C36 1.533, H47 1.079, H60 1.083
20 H -7.03 -1.43 3.98  C63 1.092
21 F 4.57 0.33 -4.25  C25 1.351
22 C -1.50 -1.88 3.44  O2 1.454, H14 1.081, H27 1.077, C82 1.512
23 O -3.30 -1.63 5.95  C85 1.218
24 C -4.75 -0.51 -0.46  H81 1.087, H88 1.087, C94 1.525, C100 1.522
25 C 4.99 -0.93 -4.48  F21 1.351, C58 1.562, C70 1.547, F74 1.358
26 C -1.55 2.52 0.59  H51 1.087, H77 1.087, C93 1.537, C95 1.517
27 H -1.77 -1.15 4.18  C22 1.077
28 H 1.92 -2.11 -0.32  C36 1.081
29 H 2.79 -2.60 1.12  C36 1.081
30 F 2.68 -1.42 -4.75  C70 1.352
31 F 4.08 -0.11 -7.00  C64 1.344
32 H 8.68 3.01 1.10  C50 1.089
33 H -5.35 -0.40 1.62  C100 1.085
34 H 0.26 3.53 0.99  C95 1.089
35 H 5.58 3.88 0.55  C37 1.089
36 C 2.36 -1.75 0.60  C15 1.537, C19 1.533, H28 1.081, H29 1.081
37 C 6.40 3.98 -0.16  H16 1.085, H35 1.089, N45 1.461, H86 1.089
38 H 4.51 0.20 -1.19  N12 1.077
39 H 2.47 2.15 -2.43  C1 1.081
40 H -4.82 -0.31 6.19  C85 1.103
41 H -4.13 2.99 1.27  C54 1.087
42 H -3.23 -1.37 2.36  C82 1.087
43 H -6.87 -0.53 5.50  C63 1.087
44 H 1.64 -0.52 -1.62  C69 1.080
45 N 7.13 2.72 -0.26  C10 1.317, C37 1.461, C50 1.457
46 H -4.69 -3.94 5.42  C13 1.090
47 H 4.33 -0.83 0.88  C19 1.079
48 C -5.31 1.99 -0.21  H3 1.085, C54 1.523, H83 1.085, C94 1.535
49 F 4.11 -3.06 -5.09  C70 1.351
50 C 8.55 2.70 0.07  H32 1.089, N45 1.457, H73 1.089, H99 1.087
51 H -1.88 2.81 1.58  C26 1.087
52 F 2.66 -1.75 -7.24  C64 1.350
53 H -5.21 -2.04 0.99  C100 1.092
54 C -4.01 2.17 0.56  H18 1.089, H41 1.087, C48 1.523, C93 1.526
55 H -6.53 -2.65 -0.74  C96 1.085
56 H -6.39 0.52 -1.30  C94 1.085
57 H -7.84 -1.56 -1.23  C96 1.087
58 C 5.54 -1.56 -3.16  F7 1.351, F9 1.332, C25 1.562, S89 1.865
59 H -2.11 -2.28 1.38  C82 1.085
60 H 3.02 0.28 0.66  C19 1.083
61 C 0.84 1.71 -1.04  C1 1.532, C8 1.538, H87 1.089, H97 1.085
62 H -2.95 3.49 -0.74  C93 1.088
63 C -6.77 -1.51 5.04  H20 1.092, H43 1.087, H75 1.091, N98 1.452
64 C 3.89 -1.43 -6.78  F17 1.334, F31 1.344, F52 1.350, C70 1.574
65 O -6.93 -1.04 0.53  C96 1.415, C100 1.414
66 H 7.11 0.74 -0.69  C10 1.094
67 H -1.83 -0.56 1.75  C82 1.086
68 O 0.34 -3.37 1.72  C76 1.213
69 C 2.52 0.06 -1.87  C1 1.540, N12 1.491, H44 1.080, H80 1.082
70 C 3.90 -1.73 -5.24  C25 1.547, F30 1.352, F49 1.351, C64 1.574
71 H -0.29 3.25 -1.99  C8 1.083
72 H -8.09 -2.67 0.08  C96 1.086
73 H 9.09 3.38 -0.59  C50 1.089
74 F 6.07 -0.87 -5.30  C25 1.358
75 H -7.46 -2.19 5.52  C63 1.091
76 C 0.46 -2.26 2.19  O2 1.344, C15 1.505, O68 1.213
77 H -1.18 1.50 0.64  C26 1.087
78 H 1.16 3.83 -1.13  C8 1.086
79 H -5.93 -3.73 4.16  C13 1.086
80 H 2.64 -0.03 -2.94  C69 1.082
81 H -3.72 -0.33 -0.16  C24 1.087
82 C -2.17 -1.51 2.14  C22 1.512, H42 1.087, H59 1.085, H67 1.086
83 H -5.43 2.86 -0.85  C48 1.085
84 O 5.27 1.62 -0.94  C10 1.245
85 C -4.45 -1.27 5.80  O23 1.218, H40 1.103, N98 1.344
86 H 5.98 4.24 -1.13  C37 1.089
87 H 0.17 1.10 -1.65  C61 1.089
88 H -4.73 -1.29 -1.22  C24 1.087
89 S 4.29 -2.01 -1.85  O6 1.419, N12 1.771, C58 1.865, O101 1.426
90 H -4.86 0.92 -2.04  C94 1.085
91 H -2.68 1.77 -1.10  C93 1.086
92 H 2.91 1.88 -0.75  C1 1.083
93 C -2.80 2.50 -0.30  C26 1.537, C54 1.526, H62 1.088, H91 1.086
94 C -5.35 0.74 -1.09  C24 1.525, C48 1.535, H56 1.085, H90 1.085
95 C -0.47 3.51 0.18  H5 1.085, C8 1.535, C26 1.517, H34 1.089
96 C -7.35 -2.03 -0.39  H55 1.085, H57 1.087, O65 1.415, H72 1.086
97 H 0.82 1.33 -0.03  C61 1.085
98 N -5.40 -1.99 5.18  C13 1.454, C63 1.452, C85 1.344
99 H 8.95 1.70 -0.05  C50 1.087
100 C -5.53 -1.02 0.74  C24 1.522, H33 1.085, H53 1.092, O65 1.414
101 O 5.05 -2.63 -0.82  S89 1.426
102 H 1.48 -0.35 2.06  C15 1.086

Net charge ... +1
F_max ... 0.0618 hartree/bohr
HOMO-LUMO gap ... 0.3013 Eh

=====

Number 1: highest occupied orbital energy -10.8 eV. Number 2: highest occupied orbital energy -10.7 eV. Number 3: highest occupied orbital energy -10.9 eV.